1.
22
Properties=species:S:1:pos:R:3:mulliken_charge:R:1 method="wB97M-V/def2-TZVPD" e_tot_ha=-795.06403 de_lowest_kj_mol=308.9 lumo_ev=-0.43 e_homo_ev=-8.1 gap_ev=7.6
Si -2.2486 0.6741 0.0731 0.28
Si 3.3402 -0.5742 -0.6215 0.17
N -0.7175 0.5108 -0.5210 -0.32
C -2.8839 2.4522 -0.2846 -0.92
C -2.3141 0.4723 1.9648 -0.97
C 4.0895 -0.2682 1.1760 -1.23
C 1.7468 -1.5990 -0.1136 -0.52
H -2.1435 3.0592 -0.8207 0.29
H 3.8100 -0.9012 1.9074 0.44
H 0.9623 -1.1830 -0.6506 -0.07
H -3.8739 2.4965 -0.8984 0.27
H -0.3592 -0.1027 -1.2679 0.24
H 3.9207 0.7409 1.4686 0.32
H -0.0596 1.2839 -0.4611 0.20
H -3.2424 2.7749 0.7456 0.24
H 1.7182 -2.6799 -0.3646 0.37
H -1.3141 0.8421 2.3220 0.26
H -2.8905 -0.4683 -0.5777 -0.19
H 5.1940 -0.5088 1.3110 0.34
H -2.3406 -0.6156 2.1840 0.26
H -3.1551 1.0189 2.3807 0.34
H 1.7120 -1.3723 1.0074 0.20


2.
42
Properties=species:S:1:pos:R:3:mulliken_charge:R:1 method="wB97M-V/def2-TZVPD" e_tot_ha=-1035.79033 de_lowest_kj_mol=1407.0 lumo_ev=0.12 e_homo_ev=-8.7 smiles=CO[C@@H]1CCCN(Cc2nc(Cc3ccccc3F)no2)C1 gap_ev=8.8
F 2.9012 2.7932 -1.1755 -0.31
O 0.1552 -4.4876 -2.4078 -0.41
O -1.9712 0.4275 1.5896 -0.16
N -1.5988 1.6202 0.8751 -0.43
N 0.0628 0.1101 0.2844 -0.43
N -1.2708 -2.6953 0.6349 0.27
C 2.7636 5.0297 1.6070 -0.82
C -1.0499 -0.3228 1.1729 1.05
C -3.0679 -3.7567 -0.3803 -1.27
C 0.5652 4.0296 1.1686 -0.43
C -0.7531 -1.6459 1.5930 -1.77
C 0.9619 3.2090 -0.1402 0.81
C 1.4961 -4.8025 -1.9797 -0.70
C -0.6356 1.4401 -0.0214 0.90
C -0.7290 -4.1982 -1.1828 -0.14
C -2.3403 -3.9990 -1.6870 -0.76
C 3.0838 4.3441 0.4069 -0.32
C -0.3200 -2.8252 -0.4491 -0.76
C -2.5845 -2.5081 0.4960 -0.32
C 2.4048 3.4202 -0.2027 0.41
C 1.3413 4.8375 1.7845 -0.19
C 0.0744 2.4063 -0.7237 -1.44
H -2.2351 -5.0649 -1.9826 0.32
H -2.1235 -3.2309 -2.3842 0.42
H 0.1312 -1.9206 1.9483 0.64
H 2.0511 -4.0348 -1.4282 0.29
H 0.6425 -3.0207 0.0554 0.37
H -2.7251 -1.6414 -0.3434 0.16
H -0.6189 3.9870 0.9781 0.21
H 1.7202 -5.5642 -1.2024 0.29
H 1.8484 -5.1299 -3.0237 0.25
H 3.0462 5.6632 2.2086 0.61
H -1.4552 -1.8485 2.5602 0.37
H -0.3841 -4.9824 -0.4813 0.46
H -3.3433 -2.3457 1.2028 0.46
H -0.1325 -2.0223 -1.1369 0.24
H -3.9018 -3.7662 -0.9199 0.45
H 0.7763 5.3537 2.5852 0.30
H 0.6506 1.8201 -1.5037 0.27
H 4.2652 4.2875 0.0954 0.19
H -0.6627 2.9587 -1.4130 0.27
H -3.0986 -4.6298 0.0522 0.63


3.
150
Properties=species:S:1:pos:R:3:mulliken_charge:R:1 method="wB97M-V/def2-TZVPD" e_tot_ha=-6625.44266 de_lowest_kj_mol=975.8 lumo_ev=-0.53 e_homo_ev=-10.0 gap_ev=9.4
F 0.9659 -5.5474 6.0348 -0.28
F 1.8551 0.4379 0.7245 -0.08
F -1.0453 -2.8616 -5.0347 -0.22
F -0.8152 2.0053 -4.6644 -0.29
F -2.3583 2.6968 2.3443 -0.26
F 0.7441 -6.2052 0.8299 -0.23
F 2.4616 3.6315 -3.2657 -0.28
F 4.4445 -1.1086 2.5137 -0.06
F 2.7675 -1.7870 5.8019 -0.27
F 3.7780 4.2450 3.6834 -0.35
F -4.1031 -4.8287 2.3055 -0.36
F 4.0940 -3.2547 -2.4805 -0.26
F 0.1144 5.3192 -2.1830 -0.19
F -7.2188 -2.2261 1.9824 -0.29
F -5.5280 4.1511 3.1666 -0.26
O -2.9293 2.0311 -3.8862 -0.26
O -0.1782 -3.9655 4.9715 -0.19
O -0.6638 6.5406 0.8723 -0.52
O -1.3834 8.5743 -4.2558 -0.61
O 5.2466 3.1991 -3.7402 -0.39
O -1.1167 -4.1549 -1.9877 -0.60
O -6.3029 -0.5614 0.7343 -0.08
O -7.1826 -0.4129 -1.4643 -0.51
O -4.4355 -3.3513 -0.5164 -0.29
O 5.5659 3.9540 -5.8003 -0.60
O 3.5624 3.5714 0.3739 -0.17
O -0.1861 5.3206 2.7464 -0.36
O -2.1654 -0.0647 0.0038 -0.64
O -1.5678 4.4851 1.1921 -0.39
O -0.0443 -0.5704 0.6050 -0.14
O -3.7443 0.8351 -5.5297 -0.36
O -1.3645 -5.6484 4.1976 -0.28
O 7.2466 -2.6731 3.1005 -0.37
O -8.4425 -0.0629 0.4038 -0.34
O 0.6651 -1.3791 -5.3182 -0.19
O 0.6686 -3.7603 -0.7178 0.32
O 2.4386 4.6317 1.8062 -0.36
O -7.5261 5.9412 -0.3988 -0.58
O 3.5651 3.0596 -5.0399 -0.46
O -6.0570 -4.5835 -1.5373 -0.61
O 5.4381 0.3379 -0.3724 -0.55
O 0.2208 0.0352 4.9897 -0.36
O 1.9545 4.8969 -0.3826 -0.43
O 7.1057 -4.6826 2.0793 -0.57
O -6.9242 5.1941 1.6258 -0.31
O 0.2797 6.9845 -4.4172 -0.34
O 5.3246 -3.1325 2.2745 -0.16
O 4.7021 -1.1380 -1.8811 0.07
O -6.1397 4.0892 -0.0592 -0.29
O -0.3152 0.5403 -1.2662 0.17
O -0.4494 -4.2801 2.7261 -0.32
O 6.4901 -1.7165 -0.8295 -0.40
O 2.5429 -0.7175 -4.1914 -0.41
O 2.4169 0.1495 4.7592 -0.27
O 0.1827 -5.8472 -1.1857 -0.33
O -1.4508 6.5674 -3.2505 -0.32
O -5.0215 -5.1922 0.3280 -0.33
O 1.8207 -2.9216 -4.3572 -0.18
O -5.0590 2.2399 -4.3127 -0.56
O 1.0528 1.3994 3.3659 -0.26
C -6.9181 -0.9619 1.9342 0.30
C -3.8471 -4.6802 0.9913 0.51
C -5.3628 3.5798 0.9761 0.18
C 0.0424 -2.6433 -5.7291 0.33
C -0.1758 -4.5530 -1.2523 0.15
C 6.1873 -2.9179 -1.5215 -0.37
C 1.2724 -5.9867 -0.3896 0.28
C 3.0454 2.6019 -3.8547 0.89
C 1.8403 -1.5991 -4.7330 0.52
C 2.5410 4.4270 0.5297 0.46
C 1.2456 0.5828 4.2376 0.36
C -0.8201 4.1598 3.3371 -0.07
C 6.5735 -1.4742 3.1684 -0.25
C 0.9472 -0.0752 -1.3220 0.36
C -1.3275 3.4966 2.0887 0.90
C -8.1568 -0.1682 1.7688 -0.35
C 6.5886 -3.6436 2.4749 0.59
C -6.3161 3.9551 2.1269 0.38
C -0.9606 0.0056 -0.1674 0.20
C 4.2610 2.3973 -3.0037 0.60
C 1.7974 -4.5511 -0.4982 -0.28
C 3.1735 3.6930 2.5982 1.53
C -0.8390 5.5686 1.5822 0.54
C -0.7664 5.3698 -3.2464 0.31
C 2.1795 -0.6099 5.8973 0.39
C -6.9086 5.1781 0.3553 0.59
C -0.8904 7.4598 -3.9842 0.60
C -0.6836 -4.5596 3.9005 0.36
C -1.4787 -5.8050 5.5908 -0.49
C -3.9697 -3.1702 0.8090 0.29
C -7.2554 -0.2712 -0.2395 0.58
C -0.1685 -4.8419 6.0738 0.21
C -5.2698 -4.3815 -0.6372 0.63
C 0.1819 5.6275 -4.4175 -0.02
C 0.7548 -0.6163 6.1119 -0.12
C 5.0549 -2.3612 -2.4531 0.31
C 1.1997 -0.4834 0.1180 0.17
C -1.8428 1.2196 -4.2947 0.80
C -4.0029 1.7173 -4.5474 0.48
C 5.4967 -0.7758 -0.9576 0.52
C 1.1026 -3.6191 -5.3281 -0.66
C 5.1552 -2.0540 3.1118 0.19
C 4.8824 3.3969 -4.9533 0.60
C -2.4061 0.4876 -5.5612 -0.12
C 4.1090 3.1006 1.5476 -0.27
H -0.6059 2.9336 1.4968 -0.13
H -2.0208 0.7545 -6.5453 0.23
H 5.9055 -3.5778 -0.7010 0.21
H 0.7833 -0.9269 -1.9821 -0.29
H -2.4113 -0.5745 -5.3158 0.20
H -1.5033 4.5786 -3.1078 0.40
H -1.4783 -6.8280 5.9671 0.33
H -2.3849 -5.4525 6.0834 0.31
H -0.2943 -4.4446 7.0809 0.35
H 2.7105 -0.1177 6.7120 0.25
H -1.4294 0.5067 -3.5812 -0.21
H 4.0463 2.0126 1.5299 -0.02
H 1.7109 0.6131 -1.6840 -0.20
H 0.8715 -4.5972 -4.9062 0.31
H 5.1250 3.4614 1.7074 0.28
H 1.7957 -3.7173 -6.1636 0.36
H 0.4199 0.0103 6.9385 0.30
H 2.5786 -4.4943 -1.2562 0.00
H 6.6684 -0.8998 2.2469 0.17
H 4.0956 2.7362 -1.9810 -0.03
H 2.0633 -6.6950 -0.6366 0.38
H -7.9807 0.8321 2.1645 -0.01
H -0.2079 5.3452 -5.3955 0.32
H -4.3758 4.0220 1.1113 -0.22
H 2.0080 -1.2122 0.0589 0.29
H 0.2870 -1.5970 6.1987 -0.04
H -5.2158 2.5004 0.9397 0.29
H -0.2772 -2.7596 -6.7646 0.25
H -7.0967 3.2462 2.4029 0.17
H -2.9705 -5.2857 0.7608 0.30
H 6.8200 -0.9127 4.0695 0.33
H 1.1512 5.1506 -4.2720 -0.11
H -6.4064 -0.5862 2.8203 0.37
H -1.5671 4.5174 4.0457 0.32
H 4.5784 1.3579 -2.9214 -0.44
H -9.0217 -0.5756 2.2924 0.36
H -0.0689 3.5074 3.7823 0.04
H -4.6813 -2.7939 1.5439 -0.06
H 2.5785 2.8740 3.0024 -0.57
H 4.7410 -2.0752 4.1198 0.13
H 5.4589 -2.2457 -3.4589 0.15
H 2.1503 -4.1646 0.4579 0.30
H 7.0197 -3.3971 -2.0369 0.33
H 2.2928 1.8187 -3.9457 0.14
H -3.1237 -2.4977 0.6674 -0.14